54
Properties=species:S:1:pos:R:3:nbo_charge:R:1 method="wB97M-V/def2-TZVPD" charge=+1 orbital_gap_ev=4.426
C 3.8709 -2.2484 1.9919 -0.28
O 4.0009 -0.8634 1.4414 -0.56
C 2.7305 -0.4447 0.8288 -0.06
C 2.8018 0.9755 0.0037 -0.46
C 3.2324 2.2740 0.9609 -0.43
C 3.1090 3.7187 0.1944 -0.44
C 1.5890 4.3241 0.0909 -0.44
C 0.5958 3.9298 1.3342 -0.25
N -0.3134 2.7203 1.0312 -0.33
C -1.4401 2.7553 0.0011 0.11
C -2.4095 1.4244 -0.2767 -0.19
C -2.1809 0.0243 0.5833 -0.03
C -3.0462 -1.3577 0.3806 0.04
C -3.9184 -1.5908 -1.0209 -0.19
C -4.7761 -2.9764 -1.2741 0.09
N -4.8055 -4.0808 -0.1972 -0.37
C -5.6275 -5.3360 -0.5365 -0.33
C -4.5951 -6.4417 -1.2475 0.34
O -5.1987 -7.5060 -1.8445 -0.48
I -2.4106 -6.1797 -1.2650 0.21
C -4.0475 -3.9207 1.1347 0.11
C -3.1180 -2.5858 1.4893 -0.20
C -0.9413 0.0712 1.6984 -0.19
C -0.0767 1.4663 1.8525 0.12
H 4.9007 -2.8212 2.0285 0.23
H 3.1254 -2.9193 1.3722 0.17
H 3.4542 -2.2464 3.1069 0.17
H 2.4514 -1.2919 0.0355 0.18
H 1.9113 -0.4843 1.6663 0.12
H 1.8360 1.1737 -0.6307 0.21
H 3.6869 0.8510 -0.7873 0.28
H 4.3962 2.1119 1.1718 0.25
H 2.7181 2.2527 2.0182 0.16
H 3.4955 3.5581 -0.9095 0.29
H 3.8379 4.4676 0.7218 0.23
H 1.7016 5.5121 0.1211 0.25
H 1.1112 4.0809 -0.9537 0.24
H -0.1587 4.8438 1.4678 0.25
H 1.1420 3.8249 2.3745 0.26
H -1.6814 3.7148 -0.6320 0.30
H -3.2692 1.4509 -1.0963 0.28
H -3.8931 -0.7140 -1.7970 0.28
H -5.3959 -3.1359 -2.2800 0.29
H -6.0779 -5.8196 0.4309 0.29
H -6.4585 -5.1190 -1.3577 0.30
H -4.1535 -4.8386 1.8845 0.29
H -2.5224 -2.4858 2.5107 0.29
H -0.6730 -0.8553 2.3704 0.27
H 0.7834 1.4744 2.6565 0.29
F 3.2849 2.4973 -6.0534 -0.79
Al 4.1414 3.0526 -4.5696 2.20
F 3.9931 4.8416 -4.4249 -0.80
F 5.8817 2.6013 -4.6767 -0.79
F 3.4062 2.2702 -3.1237 -0.81

67
Properties=species:S:1:pos:R:3:nbo_charge:R:1 method="wB97M-V/def2-TZVPD" charge=0 e_above_lowest_kcal_mol=7.7 orbital_gap_ev=8.111
In -1.5748 -0.0758 -1.7804 1.22
Cl 0.4854 -1.4375 0.1924 0.01
C 0.8083 -2.7281 -0.9367 0.06
C 2.0707 -3.2947 -0.9060 -0.25
C 2.3778 -4.3112 -1.7928 -0.20
C 1.4264 -4.7380 -2.7050 -0.22
C 0.1717 -4.1514 -2.7257 -0.03
Cl -0.9590 -4.7267 -3.9002 0.04
C -0.1852 -3.1288 -1.8309 -0.27
S -1.8192 -2.4809 -1.8411 -0.21
H 2.7986 -2.9297 -0.1953 0.22
H 3.3601 -4.7632 -1.7807 0.22
H 1.6463 -5.5240 -3.4133 0.23
I -1.8108 4.5207 1.1449 0.14
C -2.1657 3.8683 -0.8372 -0.72
I -0.4776 2.9743 -1.7686 0.30
H -2.4445 4.7246 -1.4368 0.24
H -2.9488 3.1187 -0.8257 0.26
N -4.3587 1.6007 -2.3463 -0.42
C -3.4113 0.9485 -2.2573 -0.17
F -0.9965 2.1284 -5.8057 -0.30
C -0.5825 1.0197 -6.4155 0.74
F -1.3290 0.8090 -7.4932 -0.30
F 0.6842 1.1735 -6.7886 -0.30
S -0.7500 -0.4480 -5.2595 2.25
O -1.5584 0.0647 -4.1677 -0.95
O -1.2284 -1.5110 -6.0675 -0.87
N 0.7361 -0.7355 -4.7676 -1.19
S 1.3151 0.1378 -3.6256 2.25
O 0.5668 0.0163 -2.3564 -1.01
O 1.6806 1.4892 -3.9308 -0.91
C 2.8716 -0.7879 -3.2730 0.75
F 2.6529 -2.0901 -3.1637 -0.30
F 3.7413 -0.5588 -4.2466 -0.30
F 3.3730 -0.3357 -2.1233 -0.31
C -2.9387 2.0573 4.1283 -0.61
C -3.6530 0.7494 4.4670 -0.40
C -2.7390 -0.4571 4.6850 -0.40
C -2.0799 -1.0185 3.4331 -0.22
N -1.0192 -0.1545 2.9228 -0.58
C -0.9975 0.4739 1.7537 0.39
S -2.3369 0.4173 0.6754 -0.22
N 0.0771 1.1885 1.4263 -0.61
C 1.2422 1.4212 2.2662 -0.24
C 2.2240 0.2524 2.2636 -0.41
C 3.3666 0.4456 3.2576 -0.40
C 4.2440 1.6556 2.9523 -0.61
H -3.6332 2.8957 4.1796 0.22
H -2.5209 2.0559 3.1202 0.21
H -2.1297 2.2564 4.8366 0.19
H -4.3766 0.5123 3.6820 0.21
H -4.2322 0.8939 5.3820 0.21
H -3.3214 -1.2726 5.1208 0.22
H -1.9678 -0.2091 5.4245 0.19
H -2.8056 -1.1526 2.6344 0.24
H -1.6371 -1.9946 3.6433 0.21
H -0.2393 -0.0022 3.5443 0.40
H -0.0099 1.7268 0.5789 0.43
H 0.9207 1.6642 3.2869 0.19
H 1.7181 2.3211 1.8803 0.23
H 2.6216 0.1351 1.2516 0.22
H 1.6915 -0.6768 2.4865 0.21
H 3.9815 -0.4563 3.2549 0.21
H 2.9579 0.5324 4.2700 0.19
H 4.6391 1.6017 1.9357 0.21
H 5.0910 1.7057 3.6359 0.22
H 3.6965 2.5947 3.0478 0.20

86
Properties=species:S:1:pos:R:3:mulliken_charge:R:1 method="wB97M-V/def2-TZVPD" charge=-1 orbital_gap_ev=5.005
C 1.5671 2.4192 -1.5792 -1.08
C 0.2664 2.2932 -2.3560 -0.42
N -0.8391 2.7801 -1.5426 -0.08
C -1.8238 3.6089 -2.2166 0.12
C -3.1038 2.8895 -2.6476 -0.48
C -3.8329 2.1684 -1.5141 -0.99
C -2.3028 4.7688 -1.2937 0.08
O -2.6359 5.8431 -1.8497 -0.80
O -2.3613 4.5001 -0.0844 -0.72
H 1.4567 1.8389 -0.6755 0.13
H 1.7504 3.4421 -1.2744 0.29
H 2.4159 2.0024 -2.1135 0.47
H 0.3278 2.7664 -3.3260 0.41
H 0.1285 1.2170 -2.5126 0.24
H -1.2662 2.0367 -1.0208 0.15
H -1.4176 4.0831 -3.1008 0.43
H -2.9574 2.2208 -3.4948 0.24
H -3.7768 3.6617 -3.0042 0.20
H -4.1185 2.8496 -0.7232 0.34
H -4.7215 1.6801 -1.9153 0.22
H -3.2100 1.4119 -1.0554 0.30
C -1.0096 -1.8268 2.3000 0.12
Cl -0.9232 -0.0762 2.4087 -0.08
Cl -2.5016 -2.3287 1.5090 -0.13
Cl 0.3821 -2.4889 1.4275 -0.09
H -1.0080 -2.2274 3.3047 0.15
C -6.5095 1.6448 -4.9275 -0.13
Cl -6.4657 1.8106 -6.6877 -0.15
Cl -5.2349 0.5713 -4.3588 -0.11
Cl -6.3518 3.2139 -4.1442 0.04
H -7.4655 1.2183 -4.6540 0.32
C -3.3018 -0.6640 5.6649 0.07
Cl -4.1190 -0.6278 7.2311 -0.14
Cl -1.6181 -1.1690 5.8655 -0.14
Cl -4.1481 -1.7203 4.5404 -0.10
H -3.3087 0.3383 5.2555 0.30
C -8.6377 6.7912 -3.2482 -0.07
Cl -7.1707 6.0063 -2.6956 -0.03
Cl -8.5275 7.1282 -4.9788 -0.13
Cl -10.0639 5.7992 -2.8960 -0.13
H -8.7461 7.7317 -2.7260 0.36
C -11.0810 4.7885 -6.5539 0.08
Cl -9.6219 3.9772 -6.0116 -0.01
Cl -10.9924 5.1619 -8.2781 -0.14
Cl -12.5144 3.8159 -6.2002 -0.14
H -11.1654 5.7214 -6.0112 0.20
C -4.9214 9.5227 -5.6933 0.00
Cl -5.2473 7.9869 -4.9114 -0.01
Cl -5.8365 9.6708 -7.2028 -0.15
Cl -5.2903 10.8722 -4.6140 -0.14
H -3.8684 9.5650 -5.9349 0.31
C -8.7039 2.9020 0.0065 -0.10
Cl -7.6774 2.7194 -1.4156 0.05
Cl -8.1687 1.8323 1.3082 -0.14
Cl -8.7335 4.5760 0.5624 -0.12
H -9.7115 2.6190 -0.2649 0.29
C 4.9177 -0.8954 -0.5779 0.04
Cl 5.9619 -1.2868 0.8106 -0.16
Cl 3.9606 -2.2820 -1.1013 -0.12
Cl 3.9009 0.4870 -0.2012 -0.07
H 5.5659 -0.6117 -1.3951 0.29
C 5.0317 -5.7090 2.0074 -0.11
Cl 5.4069 -4.0013 1.7678 0.03
Cl 4.1647 -5.9828 3.5230 -0.11
Cl 4.1086 -6.3464 0.6448 -0.14
H 5.9705 -6.2436 2.0528 0.37
C 0.6126 -7.4354 0.9175 0.10
Cl 0.8173 -5.6951 0.7770 -0.02
Cl -0.2243 -7.8492 2.4162 -0.14
Cl -0.2550 -8.0839 -0.4782 -0.13
H 1.5940 -7.8904 0.9447 0.20
C 7.9474 -6.1810 5.7300 0.01
Cl 7.2641 -5.3060 4.3626 -0.07
Cl 9.5841 -6.7403 5.3633 -0.11
Cl 7.9426 -5.1774 7.1780 -0.12
H 7.3309 -7.0495 5.9180 0.28
C 13.6353 -6.1854 6.1767 0.30
Cl 14.8164 -6.4365 4.8905 -0.11
Cl 14.2203 -6.8596 7.6985 -0.12
Cl 13.2610 -4.4725 6.3557 -0.12
H 12.7251 -6.7027 5.9061 0.05
C 18.2201 -8.8291 6.1496 0.00
Cl 18.6077 -7.1165 5.9838 -0.11
Cl 17.2858 -9.1182 7.6171 -0.10
Cl 17.3494 -9.4129 4.7304 -0.11
H 19.1473 -9.3795 6.2259 0.32